{
  "formula": "C15H23N3O3S",
  "method": "the ωB97M-V functional and the def2-TZVPD basis",
  "elements": ["C", "H", "O", "C", "C", "C", "C", "C", "C", "H", "N", "C", "N", "C", "C", "N", "C", "H", "C", "H", "H", "H", "C", "H", "C", "O", "H", "H", "H", "H", "H", "H", "H", "H", "S", "H", "H", "O", "C", "H", "H", "H", "H", "H", "H"],
  "xyz": [[1.51, -2.45, 0.94], [0.89, -3.25, 0.52], [2.25, -1.79, -0.05], [1.58, -1.19, -1.08], [2.38, -0.66, -2.09], [1.81, -0.06, -3.19], [0.42, 0.05, -3.28], [-0.38, -0.46, -2.26], [0.20, -1.10, -1.17], [-0.45, -1.53, -0.42], [-1.77, -0.34, -2.37], [-2.67, -0.38, -1.34], [-2.36, 0.28, -0.20], [-3.19, 0.16, 0.98], [-2.29, 0.05, 2.21], [-1.45, 1.23, 2.29], [-0.60, 1.33, 1.12], [0.07, 0.47, 1.00], [-1.49, 1.43, -0.13], [-2.11, 2.33, -0.05], [-0.87, 1.50, -1.02], [0.00, 2.24, 1.20], [-0.80, 1.45, 3.56], [-1.57, 1.43, 4.32], [0.32, 0.47, 3.96], [1.60, 0.82, 3.48], [1.61, 0.80, 2.52], [0.06, -0.55, 3.65], [0.42, 0.47, 5.05], [-0.37, 2.46, 3.54], [-1.70, -0.88, 2.14], [-2.90, -0.01, 3.11], [-3.83, 1.04, 1.08], [-3.82, -0.73, 0.88], [-4.09, -1.20, -1.55], [-2.17, -0.60, -3.26], [-0.02, 0.53, -4.14], [2.50, 0.47, -4.23], [3.91, 0.40, -4.21], [4.24, 0.88, -5.13], [4.25, -0.64, -4.19], [4.32, 0.94, -3.35], [3.45, -0.76, -1.97], [0.87, -1.76, 1.50], [2.24, -2.88, 1.62]],
  "energy_ev": -37375.4976,
  "gap_ev": 8.69,
  "smiles": "COc1cc(NC(=S)N2CCN(CCO)CC2)cc(OC)c1",
  "total_charge": 0,
  "relative_energy_kcal_mol": 61.0,
  "e_lumo_ev": 0.6
}



{
  "formula": "C15H23N3O4",
  "method": "the ωB97M-V functional and the def2-TZVPD basis",
  "elements": ["C", "C", "C", "C", "C", "C", "C", "C", "C", "C", "C", "C", "C", "C", "C", "H", "H", "H", "H", "H", "H", "H", "H", "H", "H", "H", "H", "H", "H", "H", "H", "H", "H", "H", "H", "H", "H", "H", "N", "N", "N", "O", "O", "O", "O"],
  "xyz": [[-3.18, -1.47, -0.20], [-1.70, -1.55, 0.26], [-3.91, -0.32, 0.54], [-3.12, 0.96, 0.43], [-3.07, 1.66, -0.78], [-2.26, 1.34, 1.46], [-2.11, 2.64, -0.99], [-1.30, 2.32, 1.26], [-1.18, 2.93, 0.02], [0.62, -0.82, -0.19], [0.99, 0.65, -0.29], [1.50, -1.73, -1.06], [2.92, -1.99, -0.54], [3.82, -0.75, -0.44], [4.09, -0.32, 1.01], [-3.54, -3.44, -0.58], [-3.69, -3.01, 0.99], [-3.21, -1.25, -1.28], [-4.91, -0.24, 0.12], [-4.02, -0.61, 1.59], [-3.76, 1.41, -1.58], [-2.31, 0.82, 2.41], [-2.02, 3.16, -1.93], [-0.58, 2.55, 2.06], [0.55, 3.67, 0.38], [-1.10, -0.41, -1.34], [0.69, -1.09, 0.87], [1.55, -1.30, -2.07], [0.98, -2.68, -1.15], [3.36, -2.73, -1.22], [2.84, -2.49, 0.44], [4.78, -0.93, -0.95], [3.36, 0.09, -0.99], [4.73, -1.07, 1.51], [3.16, -0.30, 1.57], [5.53, 1.05, 0.58], [4.06, 1.70, 0.82], [0.78, 2.14, -1.41], [-3.90, -2.71, 0.03], [-0.78, -0.96, -0.56], [4.70, 0.99, 1.15], [-1.41, -2.12, 1.30], [-0.10, 3.72, -0.33], [1.47, 1.32, 0.60], [0.70, 1.17, -1.49]],
  "energy_ev": -28590.0499,
  "gap_ev": 9.44,
  "smiles": "NCCCC[C@H](NC(=O)[C@@H](N)Cc1ccc(O)cc1)C(=O)O",
  "total_charge": 0,
  "relative_energy_kcal_mol": 10.2,
  "e_lumo_ev": 0.6
}



{
  "formula": "C15H23N5O4",
  "method": "the ωB97M-V functional and the def2-TZVPD basis",
  "elements": ["C", "C", "O", "C", "C", "N", "C", "N", "C", "C", "C", "O", "N", "C", "O", "N", "C", "H", "H", "H", "H", "C", "N", "C", "C", "H", "O", "C", "C", "H", "H", "H", "H", "H", "H", "H", "H", "H", "H", "H", "H", "H", "H", "H", "H", "H", "H"],
  "xyz": [[-0.85, -3.28, -2.55], [-0.62, -2.39, -1.33], [-0.21, -3.21, -0.26], [0.41, -2.55, 0.81], [-0.55, -1.75, 1.71], [-0.86, -0.43, 1.20], [-0.05, 0.63, 1.02], [-0.68, 1.68, 0.52], [-1.96, 1.28, 0.36], [-2.11, -0.03, 0.78], [-3.39, -0.69, 0.76], [-3.67, -1.81, 1.13], [-4.35, 0.17, 0.24], [-4.25, 1.48, -0.20], [-5.21, 2.08, -0.61], [-2.99, 2.03, -0.12], [-2.77, 3.40, -0.54], [-2.07, 3.42, -1.37], [-2.34, 3.97, 0.29], [-3.72, 3.82, -0.84], [-5.29, -0.21, 0.19], [1.40, 0.66, 1.38], [2.21, 0.06, 0.32], [2.18, 0.80, -0.94], [3.07, 2.04, -0.92], [3.13, 2.49, -1.91], [4.40, 1.72, -0.56], [4.44, 1.08, 0.70], [3.59, -0.19, 0.70], [3.61, -0.66, 1.68], [4.00, -0.89, -0.04], [5.49, 0.84, 0.88], [4.10, 1.77, 1.48], [2.66, 2.79, -0.22], [1.15, 1.09, -1.16], [2.53, 0.11, -1.72], [1.56, 0.08, 2.29], [1.65, 1.71, 1.57], [-1.49, -2.29, 1.80], [-0.10, -1.64, 2.70], [0.85, -3.35, 1.42], [1.21, -1.88, 0.45], [-1.55, -1.86, -1.08], [0.16, -1.64, -1.54], [0.07, -3.79, -2.81], [-1.61, -4.02, -2.31], [-1.18, -2.67, -3.39]],
  "energy_ev": -31569.6738,
  "gap_ev": 9.09,
  "smiles": "CCOCCn1c(CN2CCOCC2)nc2c1c(=O)[nH]c(=O)n2C",
  "total_charge": 0,
  "relative_energy_kcal_mol": 22.7,
  "e_lumo_ev": 0.6
}



What are the largest force on an atom values for these records? In order: 0.7; 0.6; 1.4 eV Å⁻¹.